--- A ---
A structure of composition CHNO2S, computed with ωB97M-V/def2-TZVPD.

Kohn-Sham gap (alpha / beta)	0.2498 / 0.2502	Ha
HOMO level (alpha / beta)	-10.49 / -10.50	eV

```
6
Properties=species:S:1:pos:R:3:lowdin_charge:R:1
C -0.60 0.47 -0.08 -0.611
N -0.02 1.66 -0.01 -0.272
O 1.67 1.29 0.01 -0.154
O -0.39 2.77 0.00 0.165
S -2.25 0.22 0.02 0.807
H 0.22 -0.19 -0.22 0.065
```

=====

--- B ---
An isolated molecule of CHNO2S, computed with ωB97M-V/def2-TZVPD.

Kohn-Sham gap (alpha / beta)	0.3213 / 0.2661	Ha
HOMO level (alpha / beta)	-10.55 / -8.89	eV

```
6
Properties=species:S:1:pos:R:3:lowdin_charge:R:1
C 0.45 -0.50 0.02 -0.420
N 0.00 -1.70 0.17 -0.093
O -1.10 -2.19 -0.02 0.058
O 3.09 -0.86 -0.22 -0.536
S 2.07 0.11 0.16 0.911
H -0.23 0.35 0.00 0.080
```

=====

Energy ordering: B at the bottom, the next structure 0.1140 hartree above.

=====

--- A ---
A structure of composition CH5N2O, computed with ωB97M-V/def2-TZVPD.

Kohn-Sham gap	0.3862	Ha
HOMO level	-15.51	eV
net charge	+1

```
9
Properties=species:S:1:pos:R:3:lowdin_charge:R:1
C 0.22 -0.39 0.51 -0.135
N 1.68 0.68 0.18 0.186
N -1.04 -0.05 -0.18 0.277
O 1.26 -0.66 -0.37 -0.118
H 0.44 -0.66 1.56 0.178
H 1.33 1.25 -0.59 0.064
H -0.85 0.70 -0.93 0.232
H -1.80 -0.02 0.45 0.175
H -1.24 -0.87 -0.64 0.142
```

=====

--- B ---
A cluster of 2 separate species, CH5N2O in total, computed with ωB97M-V/def2-TZVPD.

Kohn-Sham gap	0.3908	Ha
HOMO level	-16.79	eV
net charge	+1

```
9
Properties=species:S:1:pos:R:3:lowdin_charge:R:1
C -1.50 -0.30 -0.69 0.057
N -2.05 0.77 -0.06 0.157
N 0.61 -0.26 0.15 0.127
O -2.00 -0.54 0.52 0.108
H -1.30 -0.54 -1.63 0.127
H -1.38 1.38 0.43 0.147
H 0.44 -0.05 1.11 0.064
H 1.40 0.30 -0.17 0.092
H 0.90 -1.26 0.03 0.121
```

=====

Energy ordering: B at the bottom, the next structure 0.0070 hartree above.

=====

--- A ---
The ion CH5N2O with charge +1, computed with ωB97M-V/def2-TZVPD.

Kohn-Sham gap	0.4241	Ha
HOMO level	-16.18	eV
net charge	+1
SMILES	[NH3+][C@@H]1NO1

```
9
Properties=species:S:1:pos:R:3:lowdin_charge:R:1
N 0.38 0.81 -0.39 0.264
C 0.22 -0.36 0.46 -0.434
N -0.63 -1.41 0.07 0.179
O -0.93 -0.43 1.23 0.047
H 0.87 0.73 -1.40 0.264
H 1.01 1.40 0.21 0.203
H -0.61 1.08 -0.42 0.176
H 1.03 -0.82 0.87 0.146
H -1.33 -0.99 -0.63 0.155
```

=====

--- B ---
The ion CH5N2O with charge +1, computed with ωB97M-V/def2-TZVPD.

Kohn-Sham gap	0.4654	Ha
HOMO level	-16.93	eV
net charge	+1
SMILES	NC([NH3+])=O

```
9
Properties=species:S:1:pos:R:3:lowdin_charge:R:1
N 0.43 1.24 0.21 0.250
C -0.60 0.43 0.15 -0.450
N -0.03 -1.13 -0.22 0.229
O -1.74 0.40 0.38 0.220
H 1.31 0.92 0.02 0.102
H 0.25 2.20 0.10 0.140
H 0.60 -1.17 0.60 0.152
H 0.62 -1.11 -1.08 0.193
H -0.83 -1.78 -0.16 0.164
```

=====

--- C ---
A cluster of 2 separate species, CH5N2O in total, computed with ωB97M-V/def2-TZVPD.

Kohn-Sham gap (alpha / beta)	0.3375 / 0.3081	Ha
HOMO level (alpha / beta)	-14.60 / -14.42	eV
net charge	+1

```
9
Properties=species:S:1:pos:R:3:lowdin_charge:R:1
C -0.40 -0.32 0.35 -0.080
N -1.52 0.21 0.19 0.187
N 0.79 0.28 -0.08 -0.103
O 1.95 -0.26 0.13 -0.119
H -0.46 -1.33 0.83 0.185
H -2.38 -0.37 0.46 0.196
H -1.59 1.10 -0.34 0.173
H 0.67 1.27 -0.38 0.184
H 2.93 -0.57 -1.15 0.376
```

=====

Energy ordering: B at the bottom, the next structure 0.1355 hartree above.